Here is C43H58OP2S2Si4Ti as an isolated structure at a distorted geometry from the OMol25 dataset. Energies are from ωB97M-V with the def2-TZVPD basis set.

2S+1 = 3
LUMO level (alpha / beta) = 3.93 / 3.89 eV
charge = -2
expectation value of S² = 2.01
orbital gap (alpha / beta) = 3.60 / 3.61 eV

Each line ends with the Mulliken charge.
Cartesian coordinates (Å):
Ti  5.26327  10.01659  18.77909  -1.61
S  5.11013  12.02607  20.49486  -0.70
P  4.54288  12.91433  18.71646  0.66
C  5.21572  11.72817  17.68589  0.32
P  5.30715  11.23184  16.05401  0.13
S  4.90369  9.17539  16.53441  -0.80
C  4.35869  12.05772  14.74878  1.16
C  4.82402  13.20246  14.08464  -0.63
C  4.19203  13.64683  12.92081  -0.60
C  3.15823  12.83209  12.42687  -0.61
C  2.49851  12.01871  13.28424  -0.73
C  3.12410  11.52228  14.41146  -0.28
C  6.99432  11.48894  15.41494  0.76
C  7.37688  10.96197  14.18360  -0.46
C  8.59156  11.37806  13.58269  -0.68
C  9.29143  12.46119  14.16690  -0.55
C  8.83036  13.11575  15.31719  -0.67
C  7.69899  12.61046  15.99618  0.12
C  4.87499  14.71199  18.56848  1.35
C  5.21825  15.42729  19.76851  -0.75
C  5.44927  16.79677  19.66682  -0.37
C  5.05650  17.52583  18.56348  -0.65
C  4.58058  16.82265  17.44416  -0.34
C  4.48536  15.43702  17.38901  -0.72
C  2.76709  12.81934  18.70692  0.18
C  2.08333  13.51569  19.69485  -0.55
C  0.69678  13.59736  19.70318  -0.62
C  -0.05994  12.85786  18.77617  -0.47
C  0.60121  12.00844  17.85473  -0.78
C  2.00790  12.07746  17.76693  -0.06
H  5.74884  13.64876  14.38917  0.54
H  4.47150  14.56757  12.37873  0.37
H  2.88754  12.95775  11.38585  0.38
H  1.52965  11.58977  12.98678  0.32
H  2.70807  10.73030  15.06758  0.30
H  6.71346  10.29602  13.62030  0.38
H  8.90223  10.92244  12.62571  0.31
H  10.17214  12.79390  13.60316  0.33
H  9.40648  13.97742  15.72267  0.39
H  7.30964  13.09484  16.88934  0.02
H  5.51135  14.86342  20.64300  0.38
H  5.87224  17.29281  20.51433  0.38
H  5.07660  18.61186  18.57284  0.36
H  4.28779  17.36361  16.54618  0.36
H  4.24821  14.87970  16.49682  0.42
H  2.67729  14.01727  20.43904  0.39
H  0.19139  14.31675  20.37144  0.31
H  -1.14841  12.82080  18.91570  0.31
H  -0.01771  11.41135  17.22259  0.48
H  2.54817  11.57673  16.96970  0.14
C  2.55199  8.85379  20.11586  -0.89
O  3.91782  8.99094  19.82798  0.34
Si  5.18151  8.17518  20.68401  0.74
C  5.18244  8.90475  22.44314  -1.18
C  4.89323  6.33520  20.79572  -1.30
C  6.60780  8.62245  19.51080  1.10
Si  8.20608  9.77474  20.06693  0.91
C  8.70079  9.33718  21.82365  -1.16
C  8.44794  11.60800  20.35284  -1.04
C  9.59473  9.40200  18.88716  -1.02
Si  7.06582  7.21145  18.31351  0.61
C  5.62690  6.10498  17.65257  -1.22
C  7.87829  7.66077  16.66709  -0.74
C  8.20121  6.01342  19.25109  -1.40
H  2.24917  7.79127  20.13339  0.29
H  2.09448  9.42679  19.29569  0.12
H  2.29439  9.30184  21.12080  0.24
H  5.90613  8.40271  23.18838  0.28
H  4.17755  8.70169  22.82383  0.42
H  5.34140  10.00537  22.44201  0.23
H  4.54313  5.97468  21.82524  0.30
H  5.76624  5.68526  20.56536  0.23
H  4.08850  5.99373  20.12260  0.32
H  7.96948  9.61804  22.56380  0.27
H  9.67895  9.81446  22.04990  0.35
H  8.85355  8.18878  21.88835  0.10
H  9.49154  11.72603  20.58389  0.56
H  7.92582  12.00562  21.20627  0.39
H  8.22689  12.33249  19.52824  -0.29
H  9.77192  8.36160  18.69803  0.31
H  10.47401  9.90464  19.31163  0.38
H  9.39429  9.91034  17.94566  0.16
H  4.59298  6.44193  17.78581  0.21
H  5.75669  5.11196  18.12542  0.33
H  5.77534  5.88994  16.57101  0.34
H  8.21277  8.72819  16.54986  -0.12
H  7.24568  7.32490  15.79826  0.28
H  8.77064  7.00704  16.62418  0.43
H  8.29657  6.17650  20.35093  0.23
H  9.18486  6.19561  18.78175  0.47
H  7.98006  4.89857  19.04061  0.32
C  9.01467  15.49489  20.80226  -1.05
Si  9.51148  15.22391  19.00634  0.59
C  9.89379  16.91108  18.16126  -1.79
C  11.25485  14.31805  18.99411  0.54
C  12.17383  14.51945  20.03781  -0.18
C  13.26809  13.67488  20.24984  -0.74
C  13.51379  12.69109  19.22065  -0.42
C  12.67324  12.60572  18.12360  -0.40
C  11.53654  13.42163  18.01143  -0.40
H  7.93032  15.25420  20.87279  0.00
H  9.21623  16.55724  21.09291  0.37
H  9.56689  14.74849  21.45503  0.33
H  9.28744  17.06075  17.21172  0.21
H  10.98051  16.97869  17.89967  0.42
H  9.76025  17.61549  18.97871  0.42
H  12.02474  15.37810  20.69965  0.25
H  13.89774  13.79114  21.08707  0.48
H  14.40129  12.07088  19.33408  0.32
H  12.99617  11.87619  17.33172  0.25
H  10.85397  13.29481  17.15862  -0.05